Entry 1:
DFT (the ωB97M-V functional and the def2-TZVPD basis) results for C29H27N5O3 in the gas phase at a distorted geometry.

Each line ends with the natural charge from an NBO analysis.
Positions of all 64 atoms, in Å:
O: -0.4967 -2.0124 0.8301  -0.695
O: 0.4536 -5.5182 -0.2377  -0.546
O: -2.3047 1.3288 -2.0849  -0.601
N: 3.4021 0.0484 0.2239  -0.449
N: -1.3791 0.2427 -0.3036  -0.645
N: 1.7535 -2.2504 1.1011  -0.606
N: 2.7117 2.6194 -0.8531  -0.419
N: 0.4812 1.7661 -0.7755  -0.362
C: -3.8802 -1.1589 -0.0192  -0.214
C: -1.6538 3.6208 2.3401  -0.221
C: -0.2082 2.9939 -1.1044  -0.245
C: 1.8358 1.6906 -0.5937  0.331
C: -2.4505 3.8029 -0.3031  -0.201
C: -6.1243 0.3687 -0.6159  -0.217
C: 6.6585 1.6248 -0.0538  -0.211
C: 5.6908 0.6949 0.2024  -0.192
C: 2.1624 0.3983 -0.0425  0.228
C: -0.0598 0.5829 -0.3542  0.496
C: 5.0171 3.2055 -0.8309  -0.217
C: -3.3362 4.1225 0.7108  -0.208
C: -0.7684 3.3018 1.3266  -0.157
C: -4.8690 0.8101 -0.9865  -0.175
C: 1.7336 -3.5866 1.6403  -0.231
C: -5.1420 -1.6011 0.3371  -0.197
C: -1.1617 3.3844 -0.0034  -0.065
C: 0.9280 -0.2809 0.1154  -0.335
C: -2.4259 0.6116 -1.1134  0.681
C: -3.7359 0.0589 -0.6804  -0.084
C: -2.9414 4.0275 2.0342  -0.211
C: 4.3356 0.9883 -0.0505  0.094
C: 3.9942 2.2716 -0.5810  0.173
C: 1.6140 -4.7905 -0.5684  -0.062
C: 0.6567 -1.5880 0.6997  0.679
C: 2.4279 -4.5788 0.7038  -0.419
C: -6.2624 -0.8390 0.0487  -0.194
C: -0.4933 -5.5505 -1.2705  -0.243
C: 6.3208 2.8860 -0.5725  -0.212
H: -4.7422 1.7442 -1.5123  0.228
H: -2.7604 3.8649 -1.3354  0.222
H: 7.6954 1.3951 0.1422  0.215
H: 0.6868 -3.8736 1.7606  0.241
H: -4.3392 4.4409 0.4678  0.214
H: 2.2043 -5.3428 -1.3179  0.167
H: 5.9310 -0.2787 0.6018  0.220
H: -0.0841 -6.0192 -2.1752  0.161
H: -3.0271 -1.7840 0.2001  0.230
H: 7.1036 3.6040 -0.7667  0.215
H: 3.4209 -4.2090 0.4420  0.203
H: -3.6347 4.2702 2.8257  0.214
H: -5.2505 -2.5489 0.8430  0.217
H: 2.5289 -5.5374 1.2120  0.218
H: -1.3380 3.5503 3.3705  0.214
H: 2.6482 -1.8043 0.9347  0.426
H: -0.8388 -4.5399 -1.5229  0.169
H: -6.9957 0.9626 -0.8484  0.216
H: 0.5745 3.7480 -1.2343  0.246
H: -0.7579 2.8708 -2.0414  0.251
H: 4.7347 4.1671 -1.2307  0.224
H: -7.2427 -1.1900 0.3355  0.215
H: -1.4711 -0.6249 0.2548  0.466
H: -1.3324 -6.1392 -0.9056  0.193
H: 0.2364 2.9852 1.5708  0.203
H: 1.3402 -3.8172 -1.0045  0.166
H: 2.2258 -3.5904 2.6183  0.196

Cartesian forces (eV/Å) of the 2 atoms listed first:
O -0.3 -0.3 0.1
O 0.1 0.0 0.3

SMILES = COCCCNC(=O)c1c(NC(=O)c2ccccc2)n(Cc2ccccc2)c2nc3ccccc3nc12
Charge = 0
Lowest unoccupied orbital energy = -0.421 eV

Entry 2:
DFT (the ωB97M-V functional and the def2-TZVPD basis) results for 11 unconnected molecules or ions with the total composition C37H48N10O6S at a distorted geometry.

Each line ends with the Löwdin charge.
Positions of all 102 atoms, in Å:
S: 0.1632 0.1863 -0.0099  0.296
O: 1.1496 -0.0242 0.9930  -0.327
O: 0.2792 4.9894 2.0700  0.035
O: -0.6412 -1.0474 -0.0923  -0.377
O: 0.8308 0.4589 -1.2408  -0.311
O: -0.7681 1.2367 0.2871  -0.324
O: 2.3048 5.1662 2.7731  0.042
N: -0.5563 -2.9331 1.8616  -0.052
N: 3.2260 -1.3311 0.2073  -0.064
N: 1.3613 4.5534 2.3243  -0.424
N: -2.2803 2.9449 -0.9027  -0.037
N: -1.6755 1.6303 2.6380  -0.036
N: 2.0552 2.7480 -1.8635  -0.020
N: 1.9910 0.2038 3.4973  -0.044
N: -3.2297 -1.1884 -1.0662  -0.045
N: -0.6193 -3.2639 -1.7118  0.016
N: 0.7743 0.0286 -3.8082  -0.057
C: -2.3130 2.9044 -2.3438  -0.102
C: 1.2661 0.2695 4.5916  -0.174
C: -1.3803 -4.0940 1.7009  -0.091
C: 0.0139 -4.1817 3.6433  -0.061
C: 3.1735 2.9576 -2.6752  -0.044
C: -3.9656 -2.3208 -0.7721  -0.101
C: 0.0091 -0.8095 -5.9139  -0.082
C: 2.6513 4.8969 -1.2108  -0.023
C: 1.5811 3.7900 -1.1638  -0.094
C: 1.9066 -0.1451 -4.5915  -0.127
C: -1.1099 -3.3109 -3.0335  -0.089
C: -0.4100 -0.2429 -4.4398  -0.108
C: 1.4264 -0.4890 -6.0296  -0.121
C: 3.8982 -2.2245 1.0735  -0.089
C: 0.0881 -4.4242 -1.4389  -0.096
C: 4.3954 -2.6645 -1.2802  -0.053
C: 3.5878 4.4633 -2.3771  -0.021
C: -2.1295 2.6974 3.3110  -0.135
C: -3.7100 -0.3720 -1.9703  -0.116
C: -5.4438 -2.0260 -1.3443  -0.095
C: -3.3579 3.9334 -2.6751  -0.108
C: -0.2371 -5.4283 -2.5022  -0.082
C: -2.1377 0.4078 3.1883  -0.082
C: -0.8995 -4.6819 -3.5633  -0.089
C: 3.5814 0.5117 5.2982  -0.066
C: -3.0865 2.1777 4.4365  -0.090
C: -3.8220 4.6473 -1.3568  -0.052
C: -1.0498 -4.9934 2.9016  -0.050
C: -2.9385 3.9011 -0.3406  -0.162
C: 1.3740 2.9495 2.4420  0.057
C: -3.0362 0.6926 4.3903  -0.074
C: 4.7532 -3.0376 0.1150  -0.102
C: 0.2072 -2.8484 2.9691  -0.108
C: 3.3781 -1.4588 -1.1015  -0.109
C: 3.3956 0.2470 3.8432  -0.138
C: 2.1272 0.5149 5.8477  -0.030
C: -5.2415 -0.7724 -2.1198  -0.099
H: 1.6419 0.5088 6.7454  0.006
H: 0.7238 3.5204 -0.4939  0.099
H: -1.5133 2.2943 -2.7647  0.079
H: 3.7033 -2.1547 2.1896  0.091
H: -1.5364 -5.9080 3.0602  0.024
H: -2.2637 -1.3283 -0.6788  0.100
H: -1.7948 3.6469 2.8962  0.072
H: 0.5653 2.4832 3.0176  0.058
H: 0.7444 0.0823 -2.7822  0.051
H: -1.5867 -2.4118 -3.7195  0.128
H: 4.4877 0.3938 5.7170  0.006
H: -2.1087 -4.0343 0.7972  0.091
H: -6.3013 -2.7631 -1.2642  0.062
H: -1.8083 -0.5616 2.8246  0.078
H: -1.5275 2.3778 -0.4536  0.065
H: -1.4651 -0.2129 -3.8194  0.117
H: 1.2870 2.4591 1.3772  0.085
H: -3.4695 0.0507 5.0115  0.008
H: 0.9298 -2.1517 3.0857  0.040
H: -2.7776 4.2133 0.7173  0.100
H: 1.5087 0.0057 2.4735  0.124
H: 2.5003 -0.5528 0.5643  0.110
H: 3.0535 -0.0403 -4.1244  0.138
H: -3.6352 -3.2895 -0.3480  0.067
H: 2.4859 2.8215 2.6692  0.104
H: -3.0422 0.2827 -2.4192  0.034
H: -1.2083 1.6439 1.7083  0.058
H: -0.6656 -1.2926 -6.5639  0.031
H: 0.2335 0.0377 4.5948  0.074
H: 0.6713 -4.3296 4.3545  -0.008
H: -3.7431 4.0999 -3.8070  0.096
H: 4.3312 5.0588 -2.7704  0.007
H: -0.5054 -2.4936 -1.1034  0.047
H: 4.2614 0.2463 3.0580  0.114
H: -0.4862 -2.1111 1.0947  0.113
H: -1.3601 -4.8546 -4.3512  -0.029
H: 5.4710 -3.6388 0.4249  -0.006
H: 3.7227 2.2096 -3.1538  0.044
H: 2.5934 5.7152 -0.6931  -0.018
H: 0.2876 -4.5053 -0.4689  0.035
H: -4.4708 5.4644 -1.4776  0.017
H: -6.0490 -0.2636 -2.8281  0.088
H: 1.9533 -0.6455 -7.0088  0.069
H: 1.5531 1.9936 -1.7423  -0.002
H: 4.7372 -3.1356 -2.1955  0.043
H: -3.6696 2.8056 5.2846  0.096
H: 2.7911 -1.0060 -1.8554  0.049
H: -0.1605 -6.5243 -2.2437  0.080

Cartesian forces (eV/Å) of the 2 atoms listed first:
S -2.4 -1.9 -1.4
O 1.7 0.4 3.1

Charge = -2
Lowest unoccupied orbital energy = 4.414 eV

Entry 3:
DFT (the ωB97M-V functional and the def2-TZVPD basis) results for a molecular structure, C4H4CoLiO5 at a distorted geometry.

Each line ends with the natural charge from an NBO analysis.
Positions of all 15 atoms, in Å:
Co: 0.9787 -0.3925 0.6491  1.716
O: -1.8854 0.0352 -0.1277  -0.469
O: 3.8977 -0.6810 -1.9767  -0.303
O: 2.6666 -1.1258 -0.0965  -0.723
O: -0.6507 -0.8751 1.5412  -0.912
O: -2.7188 -1.5235 1.1931  -0.630
C: -1.7575 -0.8085 0.8739  0.957
C: 3.4310 -1.0644 -0.9882  1.111
C: -1.1028 1.2648 -0.2625  -0.148
C: 0.3292 1.0411 -0.7111  -0.651
Li: -1.5634 -2.3610 2.5309  0.976
H: -1.7120 1.8331 -0.9789  0.312
H: 0.3504 0.8810 -1.8008  0.275
H: 0.8709 1.9895 -0.5513  0.266
H: -1.1340 1.7869 0.7055  0.223

Cartesian forces (eV/Å) of the 2 atoms listed first:
Co -0.9 -0.2 0.5
O 0.3 0.5 -0.5

Charge = +2
Lowest unoccupied orbital energy (alpha / beta) = -8.868 / -12.222 eV
2S+1 = 5

Entry 4:
DFT (the ωB97M-V functional and the def2-TZVPD basis) results for a gas-phase ion, C8H10IN2OS (charge +1) at a distorted geometry.

Each line ends with the natural charge from an NBO analysis.
Positions of all 23 atoms, in Å:
I: -4.5140 -0.4082 -0.1502  0.137
S: -2.6618 0.8476 0.7231  0.323
O: -0.4461 2.2151 1.2179  -0.715
N: 0.7165 -0.9483 0.0696  -0.457
N: -1.3525 -0.3395 0.2766  -0.409
C: 0.6886 -3.4085 -0.4059  -0.646
C: -0.4201 2.5808 -1.9977  -0.096
C: -0.0802 0.0987 0.1423  0.427
C: 0.0926 2.2196 -0.9894  -0.102
C: 0.3556 1.5408 0.2360  0.140
C: -1.3057 -1.6943 0.3183  -0.047
C: -0.0373 -2.1283 0.0412  0.161
C: 1.8196 1.8680 0.7083  -0.594
H: 2.3513 1.2228 1.2648  0.221
H: -0.8484 2.9835 -2.8460  0.243
H: 1.8233 2.7813 1.2003  0.240
H: 0.9340 -3.4047 -1.3935  0.243
H: -0.4478 3.1981 1.1987  0.516
H: 1.4427 -3.7217 0.2932  0.247
H: -0.0898 -4.1841 -0.2751  0.251
H: 2.4010 1.9798 -0.1431  0.223
H: -2.1230 -2.2691 0.4814  0.245
H: 1.7016 -1.0294 0.0292  0.449

Cartesian forces (eV/Å) of the 2 atoms listed first:
I 0.3 0.3 0.2
S 0.1 -1.5 -0.6

SMILES = C#C[C@@](C)(O)c1[nH+]c(C)cn1SI
Charge = +1
Lowest unoccupied orbital energy = -4.006 eV